C31H52NO14 | ωB97M-V with the def2-TZVPD basis set

Properties
Charge: +1
E_HOMO: -11.32 eV
Molar mass: 662.750 g mol⁻¹
Energy: -2320.36309 hartree

Bonds (Å) are listed after each position.
Cartesian coordinates (Å):
1 O 0.5186 -0.9587 3.3267  C2 1.424, H11 0.970
2 C 0.7590 -0.1369 2.1885  O1 1.424, C3 1.548, H12 1.093, H13 1.086
3 C -0.0040 -0.5961 0.9227  C2 1.548, C4 1.503, H14 1.085, H15 1.089
4 C -1.1948 -1.4746 1.1883  C3 1.503, N5 1.502, H16 1.085, H17 1.086
5 N -2.4296 -0.7562 1.6507  C4 1.502, C6 1.510, C10 1.487, H18 1.024
6 C -3.5830 -1.7254 1.5545  N5 1.510, C7 1.517, H19 1.089, H20 1.086
7 C -4.8741 -1.1267 2.0798  C6 1.517, O8 1.399, H21 1.101, H22 1.085
8 O -5.1896 0.0832 1.4522  C7 1.399, C9 1.403
9 C -4.1105 0.9805 1.4600  O8 1.403, C10 1.527, H23 1.085, H24 1.105
10 C -2.8344 0.4202 0.8358  N5 1.487, C9 1.527, H25 1.085, H26 1.086
11 H 0.8411 -1.8451 3.1023  O1 0.970
12 H 1.8241 -0.2233 1.9600  C2 1.093
13 H 0.6095 0.9141 2.4181  C2 1.086
14 H 0.6847 -1.1922 0.3323  C3 1.085
15 H -0.2186 0.2862 0.3224  C3 1.089
16 H -0.9888 -2.2277 1.9420  C4 1.085
17 H -1.4493 -2.0317 0.2911  C4 1.086
18 H -2.3832 -0.4905 2.6386  N5 1.024
19 H -3.6952 -1.9360 0.4923  C6 1.089
20 H -3.3061 -2.6667 2.0206  C6 1.086
21 H -4.7876 -1.0172 3.1717  C7 1.101
22 H -5.6732 -1.8435 1.9195  C7 1.085
23 H -4.3667 1.9331 1.0091  C9 1.085
24 H -3.8670 1.2033 2.5146  C9 1.105
25 H -2.0823 1.1974 0.9247  C10 1.085
26 H -3.0369 0.1194 -0.1876  C10 1.086
27 O 2.4708 -2.2870 -0.7357  C28 1.200
28 C 1.7433 -3.0517 -1.3068  O27 1.200, O29 1.357, C32 1.511
29 O 0.3924 -2.9522 -1.2286  C28 1.357, C30 1.449
30 C -0.2208 -4.0650 -1.9260  O29 1.449, C31 1.517, H33 1.092, H34 1.088
31 C 0.8327 -4.5500 -2.9043  C30 1.517, C32 1.530, H35 1.080, H36 1.088
32 C 2.1290 -4.2429 -2.1521  C28 1.511, C31 1.530, H37 1.091, H38 1.087
33 H -0.4887 -4.8274 -1.1910  C30 1.092
34 H -1.1247 -3.7228 -2.4251  C30 1.088
35 H 0.7145 -5.5892 -3.1733  C31 1.080
36 H 0.7889 -3.9577 -3.8158  C31 1.088
37 H 2.4242 -5.0594 -1.4907  C32 1.091
38 H 2.9472 -3.9888 -2.8205  C32 1.087
39 O 5.0015 2.5263 6.6316  C40 1.194
40 C 4.3742 2.1962 5.6708  O39 1.194, O41 1.362, C44 1.516
41 O 3.7306 0.9985 5.5859  C40 1.362, C42 1.435
42 C 3.1551 0.8428 4.2807  O41 1.435, C43 1.522, H45 1.095, H46 1.085
43 C 3.0112 2.2568 3.7355  C42 1.522, C44 1.523, H47 1.090, H48 1.087
44 C 4.1924 2.9708 4.3805  C40 1.516, C43 1.523, H49 1.091, H50 1.086
45 H 3.8301 0.2304 3.6737  C42 1.095
46 H 2.2011 0.3329 4.3706  C42 1.085
47 H 3.0078 2.2985 2.6459  C43 1.090
48 H 2.0836 2.6980 4.0909  C43 1.087
49 H 5.1038 2.8781 3.7874  C44 1.091
50 H 3.9802 4.0160 4.5839  C44 1.086
51 O -3.8493 4.8474 0.1699  C52 1.197
52 C -4.5450 4.5630 -0.7615  O51 1.197, O53 1.358, C56 1.513
53 O -5.2346 3.3944 -0.8174  C52 1.358, C54 1.443
54 C -5.8919 3.2718 -2.0957  O53 1.443, C55 1.522, H57 1.092, H58 1.087
55 C -6.0144 4.6969 -2.6152  C54 1.522, C56 1.528, H59 1.088, H60 1.091
56 C -4.7694 5.3593 -2.0279  C52 1.513, C55 1.528, H61 1.091, H62 1.086
57 H -5.2757 2.6441 -2.7435  C54 1.092
58 H -6.8580 2.7930 -1.9561  C54 1.087
59 H -6.0781 4.7527 -3.6997  C55 1.088
60 H -6.9083 5.1654 -2.2020  C55 1.091
61 H -3.8982 5.2408 -2.6738  C56 1.091
62 H -4.9242 6.4094 -1.7986  C56 1.086
63 O 4.8770 -0.0557 -4.9263  C64 1.197
64 C 5.3614 -0.0657 -3.8319  O63 1.197, O65 1.354, C68 1.515
65 O 6.5464 0.5213 -3.5417  C64 1.354, C66 1.439
66 C 6.9131 0.2457 -2.1780  O65 1.439, C67 1.522, H69 1.092, H70 1.087
67 C 5.6062 -0.0913 -1.4747  C66 1.522, C68 1.525, H71 1.088, H72 1.092
68 C 4.8038 -0.7428 -2.5964  C64 1.515, C67 1.525, H73 1.091, H74 1.086
69 H 7.6168 -0.5894 -2.1711  C66 1.092
70 H 7.4034 1.1203 -1.7575  C66 1.087
71 H 5.7383 -0.7225 -0.5979  C67 1.088
72 H 5.1109 0.8274 -1.1551  C67 1.092
73 H 4.9949 -1.8147 -2.6658  C68 1.091
74 H 3.7383 -0.5569 -2.5028  C68 1.086
75 O 1.5175 4.7327 4.9168  C76 1.196
76 C 0.3865 4.6163 5.2896  O75 1.196, O77 1.359, C80 1.513
77 O -0.6079 4.1467 4.4916  C76 1.359, C78 1.440
78 C -1.8686 4.2274 5.1834  O77 1.440, C79 1.522, H81 1.092, H82 1.088
79 C -1.5124 4.2601 6.6623  C78 1.522, C80 1.526, H83 1.088, H84 1.091
80 C -0.1696 4.9851 6.6479  C76 1.513, C79 1.526, H85 1.091, H86 1.086
81 H -2.3829 5.1335 4.8578  C78 1.092
82 H -2.4768 3.3648 4.9179  C78 1.088
83 H -2.2713 4.7412 7.2757  C79 1.088
84 H -1.3761 3.2430 7.0336  C79 1.091
85 H -0.2879 6.0686 6.6927  C80 1.091
86 H 0.4943 4.6486 7.4389  C80 1.086
87 O -0.5219 -5.7656 -4.9348  C88 1.202
88 C -0.0566 -5.7458 -6.0424  O87 1.202, O89 1.347, C92 1.515
89 O 0.5368 -6.8181 -6.6006  C88 1.347, C90 1.442
90 C 1.0941 -6.4653 -7.8828  O89 1.442, C91 1.521, H93 1.092, H94 1.087
91 C 0.3210 -5.2321 -8.3240  C90 1.521, C92 1.526, H95 1.088, H96 1.091
92 C 0.0057 -4.5641 -6.9883  C88 1.515, C91 1.526, H97 1.092, H98 1.087
93 H 2.1592 -6.2650 -7.7524  C90 1.092
94 H 0.9761 -7.3027 -8.5653  C90 1.087
95 H 0.8756 -4.6032 -9.0169  C91 1.088
96 H -0.6075 -5.5315 -8.8119  C91 1.091
97 H 0.8078 -3.8973 -6.6641  C92 1.092
98 H -0.9411 -4.0315 -7.0022  C92 1.087